Here is a cluster of 9 separate species, C28H52N4O10S5 in total from OMol25. Energies are from ωB97M-V/def2-TZVPD.

Computed properties:
E_tot: -4060.35241 hartree
SMILES string: O=S1(=O)CCCC1.O=S1(=O)CCCC1.O=S1(=O)CCCC1.O=S1(=O)CCCC1.O=S1(=O)CCCC1.CC#N.CC#N.CC#N.CC#N
HOMO level: -10.19 eV
HOMO-LUMO gap: 10.5 eV
Net charge: 0
LUMO energy: 0.3 eV

Each line ends with the Mulliken charge.
Positions of all 99 atoms, in Å:
C1 2.01957 4.70301 2.55976  -0.68
C2 0.78946 4.23102 3.19237  0.51
N1 -0.19339 3.86805 3.68122  -0.46
H1 1.74655 5.63078 2.05400  0.32
H2 2.45834 3.97283 1.89265  0.01
H3 2.82274 4.87300 3.27292  0.34
C3 -3.34838 2.64754 4.42300  -0.92
C4 -3.69855 1.48841 3.51152  0.54
N2 -3.97198 0.59442 2.80512  -0.49
H4 -2.74079 3.39497 3.90805  0.25
H5 -2.73929 2.36892 5.30260  0.31
H6 -4.21226 3.16233 4.83879  0.37
C5 1.07470 2.84662 -2.32276  0.54
C6 1.89473 3.72983 -1.49579  0.24
N3 2.54432 4.37769 -0.77087  -0.59
H7 0.04763 2.84213 -1.91243  -0.34
H8 1.45109 1.82614 -2.35807  -0.20
H9 0.99154 3.20917 -3.33275  0.48
C7 4.50726 1.20928 4.22927  -0.18
C8 5.50006 2.32664 4.16998  0.22
N4 6.27482 3.14394 4.01984  -0.43
H10 4.79767 0.57622 5.04973  0.37
H11 4.51678 0.71160 3.26483  -0.07
H12 3.52613 1.64314 4.33104  0.11
C9 6.34018 -0.09042 -1.05212  -0.71
C10 6.25052 -1.54391 -1.58976  -0.64
C11 5.16124 -1.46464 -2.66451  -0.89
S1 3.89077 -0.69372 -1.75816  1.31
O1 3.34671 -1.70266 -0.91886  -0.73
O2 2.93964 0.07933 -2.50468  -0.75
C12 4.90054 0.37948 -0.81121  0.00
H13 6.81096 0.50173 -1.82610  0.29
H14 6.96388 -0.10825 -0.15531  0.36
H15 5.90426 -2.17270 -0.75881  0.28
H16 7.20084 -1.87141 -1.93553  0.43
H17 4.77086 -2.30360 -3.18258  0.47
H18 5.45311 -0.74033 -3.43543  0.33
H19 4.66987 0.21383 0.24362  -0.24
H20 4.71732 1.42144 -1.11993  0.40
C13 0.34609 -4.74773 1.67083  -0.22
C14 -0.99055 -4.66978 2.46931  -0.66
C15 -2.08239 -4.98938 1.47468  -0.46
S2 -1.39267 -6.18996 0.38813  1.10
O3 -1.42088 -5.63444 -0.95146  -0.61
O4 -1.94134 -7.50251 0.62118  -0.70
C16 0.25852 -6.09051 0.98389  -0.90
H21 1.25755 -4.69211 2.27381  0.48
H22 0.41204 -3.90361 0.96533  -0.03
H23 -1.09293 -3.64173 2.82719  0.32
H24 -0.91532 -5.31618 3.35996  0.36
H25 -2.23346 -4.17154 0.74427  0.11
H26 -3.01021 -5.30507 1.91913  0.44
H27 0.96701 -6.22627 0.16127  0.42
H28 0.33597 -6.87196 1.72047  0.39
C17 -5.40194 3.88168 -0.81788  -0.86
C18 -4.97206 2.70106 0.13309  -0.73
C19 -4.35244 1.69422 -0.86409  -0.28
S3 -3.25644 2.73727 -1.77132  1.47
O5 -3.19475 2.45686 -3.16486  -0.80
O6 -2.10758 2.91186 -0.91092  -0.71
C20 -4.17574 4.22956 -1.66946  -0.81
H29 -5.80992 4.69094 -0.25576  0.45
H30 -6.29398 3.49008 -1.35859  0.29
H31 -5.80604 2.24821 0.63718  0.47
H32 -4.14783 2.99199 0.73882  0.25
H33 -5.09764 1.26212 -1.54310  0.41
H34 -3.72760 0.94987 -0.41452  0.08
H35 -4.26007 4.74697 -2.62416  0.44
H36 -3.62688 4.85964 -1.00240  0.30
C21 -3.09019 -2.30817 -4.57960  -0.54
C22 -1.72315 -2.92874 -4.30815  -0.82
C23 -1.18440 -2.33384 -2.98730  -0.39
S4 -1.72720 -0.67441 -3.07949  1.53
O7 -0.58059 0.13811 -3.43901  -0.87
O8 -2.47784 -0.30342 -1.87473  -0.63
C24 -2.84770 -0.77592 -4.44595  -0.88
H37 -3.79062 -2.72930 -3.89340  0.30
H38 -3.38591 -2.43750 -5.62027  0.36
H39 -1.05502 -2.66630 -5.11984  0.37
H40 -1.78458 -4.00072 -4.16439  0.39
H41 -0.12250 -2.34427 -2.88560  0.34
H42 -1.72526 -2.75629 -2.15435  0.13
H43 -2.26284 -0.37131 -5.29600  0.36
H44 -3.70486 -0.15501 -4.25023  0.32
C25 -0.98988 0.15732 0.95897  0.57
C26 0.18832 -0.59433 0.36341  0.55
C27 1.18013 -0.90579 1.45016  -0.74
S5 1.18002 0.54609 2.45255  1.16
O9 2.30743 1.35286 2.00741  -0.53
O10 1.15610 0.22888 3.85926  -0.82
C28 -0.37034 1.23494 1.91495  -0.70
H45 -1.62486 -0.50705 1.60661  0.40
H46 -1.55461 0.62891 0.18827  -0.84
H47 0.55665 -0.02952 -0.51007  -0.30
H48 -0.14025 -1.52525 -0.09119  0.04
H49 2.22282 -1.08115 1.21468  0.38
H50 0.77697 -1.69391 2.07087  0.22
H51 -0.07272 2.06786 1.28276  0.29
H52 -0.99910 1.58583 2.74499  0.16

Here is a cluster of 10 separate species, C28H52O16 in total from OMol25. Energies are from ωB97M-V/def2-TZVPD.

Computed properties:
E_tot: -2301.89389 hartree
SMILES string: O=C1CCCO1.O=C1CCCO1.O=C1CCCO1.O=C1CCCO1.O=C1CCCO1.O=C1CCCO1.CO.CO.CO.CO
HOMO level: -9.88 eV
HOMO-LUMO gap: 10.5 eV
Net charge: 0
LUMO energy: 0.6 eV

Each line ends with the Mulliken charge.
Positions of all 96 atoms, in Å:
C1 6.53251 -1.51518 -0.03366  -0.61
O1 6.34076 -2.91211 0.18134  -0.53
H1 5.62766 -1.08831 -0.46956  0.07
H2 6.95689 -1.06915 0.85139  0.34
H3 7.30410 -1.27875 -0.76126  0.44
H4 7.21671 -3.29350 0.37176  0.29
C2 -1.54465 3.00369 4.15593  -0.49
O2 -1.99452 1.68232 3.91984  -0.46
H5 -0.52235 3.06464 3.79398  0.15
H6 -2.07521 3.78628 3.63431  0.23
H7 -1.59327 3.26593 5.23408  0.27
H8 -1.28316 1.23719 3.43309  0.30
C3 -3.88976 2.72766 0.88195  -0.52
O3 -4.15251 2.18904 -0.41247  -0.55
H9 -3.90377 1.96988 1.65713  0.26
H10 -2.99580 3.31110 0.85520  0.16
H11 -4.65004 3.46201 1.18117  0.36
H12 -3.39798 1.50621 -0.46619  0.04
C4 -1.10869 0.77840 0.31487  -0.92
O4 -1.63045 0.78742 -1.08691  0.70
H13 -1.88450 0.34484 0.95458  0.19
H14 -0.17487 0.23432 0.29777  0.25
H15 -0.91832 1.82112 0.57607  0.44
H16 -1.35242 -0.03725 -1.49831  -0.38
O5 -1.82300 -0.82883 -4.66835  -0.59
C5 -2.83657 -0.63014 -4.09623  0.66
O6 -3.29786 0.63547 -3.83725  -0.33
C6 -4.60984 0.58469 -3.18219  -0.54
C7 -4.65015 -0.84382 -2.55276  -0.04
C8 -3.75224 -1.61989 -3.47032  -0.42
H17 -5.31056 0.81098 -3.96577  0.32
H18 -4.65227 1.42163 -2.51932  0.24
H19 -5.69410 -1.25383 -2.45178  0.41
H20 -4.15835 -0.71227 -1.56593  -0.15
H21 -4.32684 -2.20880 -4.21905  0.33
H22 -3.09580 -2.28972 -2.90143  0.17
O7 1.89804 2.96820 -2.65535  -0.65
C9 0.71924 3.09001 -2.41441  0.51
O8 0.29151 3.69186 -1.28306  -0.35
C10 -1.02786 4.16357 -1.38812  0.31
C11 -1.40395 4.00967 -2.90153  -0.66
C12 -0.50834 2.82757 -3.28048  0.41
H23 -1.19278 5.13166 -0.88559  0.41
H24 -1.68973 3.46006 -0.84364  -0.55
H25 -0.95127 4.86478 -3.41418  0.31
H26 -2.45802 3.87252 -3.19764  0.30
H27 -0.19539 2.80936 -4.31637  0.47
H28 -0.91939 1.85531 -3.05127  -0.51
O9 -0.24982 -1.81055 -1.79927  -0.60
C13 0.47978 -1.60983 -2.77961  0.28
O10 0.84672 -0.31776 -3.10785  0.25
C14 1.85904 -0.32750 -4.16979  -0.44
C15 2.41332 -1.80087 -4.11766  -0.58
C16 1.16371 -2.64019 -3.77121  -0.78
H29 2.63924 0.44178 -3.90505  0.22
H30 1.32880 -0.07032 -5.09568  0.29
H31 3.14859 -1.91559 -3.29739  0.18
H32 2.95555 -2.20638 -4.97605  0.42
H33 1.33186 -3.55388 -3.27532  0.41
H34 0.56198 -2.87697 -4.60128  0.32
O11 -2.55014 -2.15043 1.58638  -0.48
C17 -2.97245 -2.95129 2.37059  0.38
O12 -2.38203 -4.08052 2.72296  -0.37
C18 -3.25948 -4.91376 3.50982  -0.55
C19 -4.24971 -3.89928 4.18520  -0.43
C20 -4.26491 -2.82503 3.14214  -0.35
H35 -2.77120 -5.39706 4.25293  0.39
H36 -3.69427 -5.56293 2.76129  0.28
H37 -3.85856 -3.58096 5.12275  0.30
H38 -5.30981 -4.27183 4.25851  0.26
H39 -4.30803 -1.72838 3.39229  0.24
H40 -5.12292 -2.85102 2.41358  0.28
O13 1.07811 -0.28876 3.84435  -0.65
C21 1.93224 -0.97618 3.33244  0.49
O14 3.20429 -0.54641 2.98896  -0.32
C22 4.01426 -1.69595 2.49098  0.17
C23 3.08393 -2.84643 2.17606  -0.54
C24 1.78664 -2.41636 2.94598  -0.21
H41 4.73023 -2.02287 3.21959  0.32
H42 4.55690 -1.41501 1.59743  -0.28
H43 3.51024 -3.84308 2.46532  0.38
H44 2.77529 -2.80833 1.11615  0.16
H45 1.56237 -2.93149 3.87379  0.32
H46 0.89382 -2.42962 2.32693  0.11
O15 6.38068 1.38321 0.59815  -0.64
C25 5.25077 1.75195 0.81033  0.38
O16 4.16914 1.09553 0.29848  -0.14
C26 2.94541 1.80914 0.54462  0.00
C27 3.24441 2.63939 1.84976  -0.46
C28 4.79486 2.89067 1.65269  -0.56
H47 2.16642 1.10313 0.57275  0.02
H48 2.81120 2.46229 -0.34728  0.10
H49 3.15874 2.03897 2.75867  0.11
H50 2.53983 3.46240 1.91561  0.51
H51 5.35304 2.89537 2.60895  0.36
H52 5.06107 3.80116 1.03295  0.27